{
  "formula": "C30H46AuO3P2",
  "method": "ωB97M-V/def2-TZVPD",
  "symbols": ["Au", "C", "C", "C", "C", "C", "C", "H", "H", "H", "C", "H", "H", "H", "C", "H", "H", "H", "C", "H", "H", "H", "C", "H", "H", "H", "C", "C", "C", "C", "C", "C", "C", "C", "H", "H", "H", "H", "H", "H", "H", "H", "H", "H", "H", "H", "P", "C", "C", "P", "C", "C", "C", "H", "H", "H", "H", "H", "H", "H", "H", "H", "H", "H", "H", "H", "H", "O", "C", "C", "C", "C", "C", "C", "C", "O", "O", "H", "H", "H", "H", "H"],
  "coordinates": [[0.708, -1.971, -1.499], [-1.730, -1.735, 1.884], [-1.367, -2.674, 0.913], [0.563, -1.786, 1.850], [-0.538, -1.198, 2.463], [0.105, -2.682, 0.764], [-3.097, -1.362, 2.307], [-3.842, -1.605, 1.546], [-3.160, -0.282, 2.491], [-3.401, -1.845, 3.247], [-0.514, -0.266, 3.618], [-1.522, 0.074, 3.880], [0.078, 0.624, 3.385], [-0.089, -0.712, 4.528], [1.930, -1.678, 2.380], [1.951, -1.895, 3.462], [2.304, -0.653, 2.264], [2.613, -2.382, 1.901], [0.772, -4.026, 0.663], [0.358, -4.753, 1.379], [1.839, -3.972, 0.890], [0.643, -4.426, -0.347], [-2.330, -3.585, 0.280], [-2.909, -4.176, 1.014], [-1.845, -4.291, -0.401], [-3.067, -3.004, -0.289], [-1.408, 2.679, 0.372], [-2.232, 1.610, 0.509], [-2.351, 0.479, -0.422], [-2.167, 0.838, -1.928], [-0.893, 0.264, -2.471], [0.344, 0.469, -1.615], [0.400, 1.285, -0.402], [-0.236, 2.688, -0.510], [-3.424, 0.211, -0.365], [-2.219, 1.933, -2.072], [-1.820, -0.443, -0.082], [-0.545, 2.893, -1.533], [-1.623, 3.648, 0.804], [-3.139, 1.747, 1.141], [0.529, 3.443, -0.295], [-0.023, 0.762, 0.470], [1.333, 0.456, -2.082], [1.461, 1.446, -0.133], [-3.026, 0.383, -2.460], [-1.121, -0.828, -2.520], [-0.551, 0.620, -4.193], [-0.552, 2.423, -4.309], [-1.693, -0.071, -5.402], [1.585, -1.550, -3.729], [1.136, 0.105, -4.490], [0.924, -2.584, -5.121], [3.325, -1.510, -4.408], [0.334, 2.836, -3.802], [-1.477, 2.853, -3.899], [-0.495, 2.675, -5.376], [-1.412, 0.349, -6.382], [-2.722, 0.249, -5.160], [-1.634, -1.170, -5.452], [3.307, -1.214, -5.478], [3.744, -2.514, -4.316], [3.946, -0.777, -3.859], [1.797, 0.882, -4.066], [1.268, 0.113, -5.591], [1.562, -3.478, -5.173], [1.008, -2.043, -6.080], [-0.118, -2.878, -4.942], [0.396, 4.350, 4.233], [0.981, 3.387, 4.829], [0.866, 3.179, 6.247], [1.546, 2.166, 6.887], [2.375, 1.290, 6.168], [2.504, 1.430, 4.779], [1.806, 2.420, 4.095], [1.800, 2.440, 2.605], [2.193, 1.482, 1.933], [1.342, 3.552, 2.039], [0.903, 4.104, 2.795], [0.228, 3.879, 6.789], [1.444, 2.057, 7.969], [2.905, 0.492, 6.682], [3.135, 0.755, 4.200]],
  "mulliken_charge": [0.1266, 0.5942, 0.9405, 0.8938, 0.8228, 0.2841, -1.7083, 0.3906, 0.3959, 0.3655, -1.1284, 0.4364, -0.1863, 0.4111, -1.1631, 0.3779, -0.0355, 0.3888, -1.4712, 0.3986, 0.3305, 0.4109, -1.9425, 0.3487, 0.3925, 0.3667, -0.9589, -0.4926, 0.0491, -1.4874, 1.6299, -2.6018, 0.5799, -1.5263, 0.6765, 0.3394, -0.6229, 0.6304, 0.4577, 0.4167, 0.4473, -0.7285, 0.7309, 0.9680, 0.6011, 0.5246, 0.7856, -1.4772, -1.1808, 0.7424, -1.3341, -1.3060, -1.2101, 0.4285, 0.3698, 0.5110, 0.4431, 0.4392, 0.3290, 0.4071, 0.4403, 0.3994, 0.6013, 0.7022, 0.4755, 0.4155, 0.3113, -0.9210, 0.6986, -0.5816, -0.4081, -0.7778, -0.1416, -0.0632, 0.4489, -0.7420, -0.5134, 0.4417, 0.4104, 0.3713, 0.3766, 0.4345],
  "charge": 1,
  "max_force_ha_per_bohr": 0.0595,
  "energy_ev": -60258.3787,
  "homo_ha": [-0.288, -0.287],
  "lumo_energy_ha": [-0.1287, -0.1695],
  "relative_energy_kcal_mol": 8.7,
  "multiplicity": 3
}



{
  "formula": "C30H46BN8OPt",
  "method": "ωB97M-V/def2-TZVPD",
  "symbols": ["Pt", "C", "C", "C", "C", "N", "N", "B", "N", "N", "C", "C", "C", "C", "C", "C", "C", "C", "N", "N", "C", "C", "C", "C", "C", "C", "C", "C", "C", "C", "C", "C", "H", "H", "H", "H", "H", "H", "H", "H", "H", "H", "H", "H", "H", "H", "H", "H", "H", "H", "H", "H", "H", "H", "H", "H", "H", "H", "H", "H", "H", "H", "H", "H", "H", "H", "H", "H", "H", "H", "H", "H", "N", "C", "O", "C", "C", "C", "C", "N", "C", "H", "H", "H", "H", "H", "H"],
  "coordinates": [[-0.102, 0.012, -0.819], [-0.155, 4.053, 2.615], [-0.155, 3.458, 1.243], [-0.192, 4.096, 0.014], [-0.179, 3.090, -0.960], [-0.136, 1.921, -0.324], [-0.119, 2.138, 1.012], [-0.075, 0.956, 1.998], [1.243, 0.160, 1.715], [1.736, 0.114, 0.440], [2.951, -0.430, 0.487], [3.256, -0.722, 1.831], [2.156, -0.327, 2.573], [1.934, -0.408, 4.051], [3.893, -0.539, -0.702], [4.445, -1.965, -0.817], [3.223, -0.137, -2.019], [5.053, 0.435, -0.431], [-1.363, 0.107, 1.755], [-1.859, -0.019, 0.482], [-3.099, -0.505, 0.570], [-3.393, -0.724, 1.928], [-2.289, -0.310, 2.640], [-2.078, -0.290, 4.121], [-4.104, -0.631, -0.563], [-5.345, 0.184, -0.160], [-4.515, -2.099, -0.723], [-3.600, -0.048, -1.883], [-0.209, 3.220, -2.466], [-1.474, 2.550, -3.018], [1.027, 2.537, -3.070], [-0.211, 4.699, -2.849], [-0.175, 5.138, 2.536], [0.735, 3.763, 3.176], [-1.028, 3.733, 3.187], [-0.227, 5.161, -0.154], [-0.058, 1.357, 3.128], [4.181, -1.132, 2.221], [2.853, -0.721, 4.543], [1.152, -1.131, 4.296], [1.632, 0.556, 4.466], [3.714, -2.651, -1.259], [4.739, -2.365, 0.157], [5.326, -1.965, -1.461], [2.284, -0.670, -2.184], [3.884, -0.375, -2.857], [3.013, 0.935, -2.039], [5.633, 0.126, 0.442], [4.678, 1.446, -0.253], [5.723, 0.463, -1.296], [-4.315, -1.109, 2.345], [-2.999, -0.584, 4.621], [-1.795, 0.703, 4.475], [-1.291, -0.986, 4.421], [-5.807, -0.214, 0.747], [-6.087, 0.145, -0.964], [-5.084, 1.231, 0.019], [-4.899, -2.500, 0.219], [-3.676, -2.726, -1.032], [-5.307, -2.184, -1.472], [-3.613, 1.042, -1.847], [-4.242, -0.370, -2.706], [-2.584, -0.337, -2.114], [-1.476, 1.482, -2.792], [-1.515, 2.663, -4.105], [-2.378, 2.992, -2.588], [1.021, 1.463, -2.866], [1.953, 2.957, -2.664], [1.034, 2.669, -4.156], [-1.095, 5.211, -2.459], [-0.218, 4.794, -3.937], [0.679, 5.209, -2.471], [2.489, -4.105, 1.629], [1.926, -4.777, 0.590], [2.254, -5.891, 0.240], [0.844, -4.049, -0.164], [-0.192, -4.774, -0.731], [-1.106, -4.113, -1.526], [-0.980, -2.752, -1.713], [-0.004, -2.035, -1.137], [0.903, -2.694, -0.389], [3.203, -4.579, 2.154], [2.146, -3.220, 1.962], [-0.252, -5.843, -0.558], [-1.915, -4.641, -2.012], [-1.649, -2.222, -2.364], [1.702, -2.101, 0.026]],
  "mulliken_charge": [0.5846, -1.5555, 0.3573, -0.7627, -0.4795, 0.2634, 0.7577, -1.0297, 1.2405, -0.4308, -0.3247, -1.1633, 0.3451, -1.6114, 2.7265, -1.5371, -1.6829, -1.8794, 1.1065, -0.0304, -0.6735, -0.9415, 0.1621, -1.3776, 2.5831, -1.8024, -1.5904, -1.3017, 2.4907, -1.3172, -1.3859, -2.2893, 0.3926, 0.2884, 0.2970, 0.6557, -0.2008, 0.5697, 0.4254, 0.1729, 0.3653, 0.3140, 0.2744, 0.4709, 0.1853, 0.6164, 0.0748, 0.3855, 0.3699, 0.4835, 0.5429, 0.3964, 0.2775, 0.1583, 0.3828, 0.4416, 0.3888, 0.3449, 0.2108, 0.4734, 0.2443, 0.5045, -0.2906, -0.0049, 0.4374, 0.4158, 0.0378, 0.3855, 0.4536, 0.4347, 0.4127, 0.4449, -0.2251, 0.1432, -0.6175, -0.2367, -0.6354, -0.8631, -0.3381, 0.6090, 0.4555, 0.2465, 0.1267, 0.5124, 0.5173, 0.6660, -0.0451],
  "charge": 1,
  "max_force_ha_per_bohr": 0.0137,
  "energy_ev": -49746.5861,
  "homo_ha": -0.418,
  "lumo_energy_ha": -0.1307,
  "relative_energy_kcal_mol": 13.8
}